<1>
{
  "formula": "C4H12NO3",
  "method": "ωB97M-V/def2-TZVPD",
  "elements": ["O", "C", "O", "C", "C", "C", "N", "H", "H", "H", "H", "H", "H", "H", "H", "H", "H", "H", "H", "O"],
  "coordinates": [[-1.4003, 1.0660, -1.6214], [-0.5844, 1.5713, -0.8974], [-0.5762, 2.8201, -0.4881], [0.3910, 0.5986, -0.1560], [0.5747, -0.7401, -0.7435], [1.8866, -1.5573, -0.7767], [0.0195, 0.6138, 1.3165], [-1.4339, 3.2417, -0.6687], [1.3887, 1.0942, -0.0481], [0.2953, -0.5458, -1.8164], [-0.2778, -1.4348, -0.6220], [2.2354, -1.9468, 0.1827], [2.6733, -1.0311, -1.3052], [1.5035, -2.4315, -1.3069], [0.5290, 1.4222, 1.6914], [0.4244, -0.2195, 1.7420], [-0.9714, 0.7198, 1.5451], [-2.3038, -0.7639, 0.5776], [-2.3673, -1.6370, 1.9051], [-2.0064, -0.8400, 1.4901]],
  "nbo_charge": [-0.54, 0.77, -0.66, -0.14, -0.48, -0.61, -0.67, 0.53, 0.23, 0.27, 0.24, 0.21, 0.23, 0.24, 0.44, 0.45, 0.47, 0.50, 0.52, -1.00],
  "e_homo_ha": -0.5544,
  "multiplicity": 1,
  "charge": 1,
  "orbital_gap_ev": 11.681,
  "lumo_ev": -3.406
}

---

<2>
{
  "formula": "C4H12NO3",
  "method": "ωB97M-V/def2-TZVPD",
  "elements": ["O", "C", "C", "C", "C", "O", "N", "H", "H", "H", "H", "H", "H", "H", "H", "H", "H", "H", "H", "O"],
  "coordinates": [[-1.9062, -0.4935, -1.3538], [-1.7734, -0.6606, -0.1796], [-0.6918, 0.1068, 0.6066], [0.3929, -0.9079, 0.9406], [1.3956, -0.4597, 1.9878], [1.0436, -1.1292, -0.3241], [-0.2879, 1.2538, -0.2050], [-2.4147, -1.2671, 0.4801], [-1.2082, 0.4683, 1.4936], [-0.0671, -1.8354, 1.2541], [0.8842, -0.3338, 2.9394], [2.1200, -1.2663, 2.0717], [1.9384, 0.4660, 1.7812], [1.9331, -1.4228, -0.1112], [0.4616, 1.8136, 0.2114], [-1.0614, 1.8966, -0.4032], [0.1009, 0.9480, -1.1202], [-0.7359, 0.2771, -3.4351], [0.3124, 1.4349, -3.5730], [-0.4360, 1.1111, -3.0615]],
  "nbo_charge": [-0.48, 0.44, -0.18, 0.09, -0.65, -0.73, -0.69, 0.15, 0.24, 0.20, 0.24, 0.24, 0.22, 0.49, 0.44, 0.46, 0.50, 0.51, 0.49, -0.97],
  "e_homo_ha": -0.5291,
  "multiplicity": 1,
  "charge": 1,
  "orbital_gap_ev": 11.103,
  "lumo_ev": -3.294
}

---

Top of the stability list: <2>, leading by 0.064 eV.

---

<1>
{
  "formula": "C3H14NO4",
  "method": "ωB97M-V/def2-TZVPD",
  "elements": ["C", "C", "C", "N", "H", "H", "H", "H", "H", "H", "H", "H", "O", "H", "H", "O", "H", "H", "O", "H", "H", "O"],
  "coordinates": [[0.8683, -0.5239, -1.8310], [-0.0550, -0.7347, -2.7544], [-0.4097, 0.7243, -0.2926], [0.6859, 0.1054, -0.5625], [1.9107, -0.8898, -2.0967], [-1.0572, -0.3408, -2.7435], [0.2296, -1.3410, -3.6053], [-0.5226, 1.0847, 0.7371], [-1.2371, 0.8590, -0.9690], [1.4427, 0.0262, 0.1376], [-0.1699, 0.7147, 4.1596], [-0.9177, -0.2356, 3.1006], [-0.2195, 0.4204, 3.2423], [0.0993, 2.7041, -3.2695], [-1.1710, 2.7192, -2.5101], [-0.3816, 2.1700, -2.6134], [-0.8243, -2.3077, 1.8656], [-2.3829, -2.4818, 1.7003], [-1.6505, -1.8602, 1.6531], [2.6790, -0.5540, 2.1265], [1.3102, 0.0825, 2.6429], [1.7732, -0.3410, 1.8826]],
  "nbo_charge": [-0.09, -0.31, 0.14, -0.43, 0.24, 0.21, 0.24, 0.23, 0.22, 0.49, 0.50, 0.52, -0.98, 0.50, 0.48, -0.96, 0.49, 0.50, -0.98, 0.49, 0.52, -1.01],
  "e_homo_ha": -0.5086,
  "multiplicity": 1,
  "charge": 1,
  "orbital_gap_ev": 9.591,
  "lumo_ev": -4.248
}

---

<2>
{
  "formula": "C3H14NO4",
  "method": "ωB97M-V/def2-TZVPD",
  "elements": ["O", "C", "C", "C", "N", "H", "H", "H", "H", "H", "H", "H", "H", "H", "H", "O", "H", "H", "O", "H", "H", "O"],
  "coordinates": [[0.5154, 1.3223, -1.9875], [-0.5679, 1.0698, -1.5593], [-0.8177, 0.4179, -0.1481], [-2.0500, -0.4771, -0.2057], [0.4321, -0.2825, 0.1812], [-1.4811, 1.2410, -2.1556], [-1.0248, 1.2275, 0.5514], [-2.3093, -0.8805, -1.1885], [-2.9764, -0.0987, 0.2318], [-1.9709, -1.3714, 0.4192], [1.1835, 0.4171, 0.2554], [0.9126, -0.8421, -0.5880], [0.3316, -0.9106, 0.9911], [1.7898, -2.0217, -2.8063], [1.7225, -0.4992, -2.4426], [1.3964, -1.3773, -2.1986], [1.6386, 2.8019, 1.9393], [2.2966, 2.6403, 0.4779], [1.6113, 2.3547, 1.1187], [-0.6717, -0.9730, 3.3540], [0.1978, -2.2891, 3.0581], [-0.1585, -1.4693, 2.7022]],
  "nbo_charge": [-0.53, 0.47, -0.17, -0.66, -0.73, 0.15, 0.26, 0.24, 0.25, 0.25, 0.46, 0.47, 0.47, 0.51, 0.50, -0.98, 0.50, 0.50, -0.99, 0.51, 0.51, -0.99],
  "e_homo_ha": -0.5221,
  "multiplicity": 1,
  "charge": 1,
  "orbital_gap_ev": 11.279,
  "lumo_ev": -2.929
}

---

Top of the stability list: <2>, leading by 1.121 eV.

---

<1>
{
  "formula": "C6H7N2OS3Ta",
  "method": "ωB97M-V/def2-TZVPD",
  "elements": ["Ta", "S", "C", "S", "S", "N", "C", "C", "N", "C", "H", "H", "H", "H", "C", "C", "O", "H", "H", "H"],
  "coordinates": [[0.4898, 0.8206, 0.3956], [3.4009, 4.0479, -0.3781], [2.0256, 3.4885, -0.1483], [2.5718, 0.5617, 0.2576], [0.4273, 3.3272, 0.1054], [-0.7234, -1.3723, -3.0060], [-1.9130, -1.4272, -2.3060], [-1.7003, -0.7588, -1.1547], [-0.3773, -0.2916, -1.1520], [0.1741, -0.7012, -2.3077], [-0.5568, -1.7867, -3.9147], [-2.7845, -1.9317, -2.6857], [-2.3848, -0.5720, -0.3435], [1.1901, -0.5202, -2.6177], [0.1011, -0.8500, 3.4628], [0.0661, 0.0496, 2.3087], [-0.4518, 1.1841, 2.2703], [-0.5021, -0.4739, 4.2869], [1.1508, -0.9398, 3.7654], [-0.2037, -1.8541, 3.1618]],
  "nbo_charge": [1.41, 0.65, -0.37, -0.12, 0.15, -0.44, -0.03, -0.07, -0.66, 0.29, 0.47, 0.28, 0.26, 0.26, -0.74, 0.33, -0.53, 0.28, 0.30, 0.29],
  "e_homo_ha": -0.6231,
  "multiplicity": 1,
  "charge": 2,
  "orbital_gap_ev": 8.356,
  "lumo_ev": -8.600
}

---

<2>
{
  "formula": "C6H7N2OS3Ta",
  "method": "ωB97M-V/def2-TZVPD",
  "elements": ["Ta", "S", "C", "S", "S", "N", "C", "C", "N", "C", "H", "H", "H", "H", "C", "C", "O", "H", "H", "H"],
  "coordinates": [[0.6321, -0.8163, 0.0000], [2.7931, -3.7216, -2.5835], [2.7476, -2.5238, -1.6824], [-0.2918, -2.4525, -0.9174], [3.0332, -1.2389, -0.7299], [-1.2895, 2.3036, -2.1045], [-0.8852, 3.0341, -1.0042], [-0.2370, 2.1687, -0.1990], [-0.2441, 0.9056, -0.8095], [-0.9061, 1.0471, -1.9708], [-1.8079, 2.6689, -2.8938], [-1.0962, 4.0841, -0.8980], [0.2323, 2.3514, 0.7538], [-1.1042, 0.2603, -2.6799], [-0.6237, -1.4200, 3.2213], [0.1765, -1.1155, 2.0330], [1.4140, -0.9788, 1.9795], [-0.0180, -1.3925, 4.1255], [-1.0473, -2.4198, 3.0734], [-1.4779, -0.7442, 3.2863]],
  "nbo_charge": [1.41, 0.65, -0.36, -0.12, 0.14, -0.44, -0.03, -0.07, -0.66, 0.29, 0.47, 0.28, 0.26, 0.26, -0.74, 0.33, -0.53, 0.28, 0.30, 0.29],
  "e_homo_ha": -0.6233,
  "multiplicity": 1,
  "charge": 2,
  "orbital_gap_ev": 8.378,
  "lumo_ev": -8.583
}

---

Top of the stability list: <2>, leading by 0.083 eV.